This record from the OMol25 dataset describes 2 unconnected molecules or ions with the total composition C4H5OP at a distorted geometry. The level of theory is ωB97M-V/def2-TZVPD.

Element x y z (Å)
C1 0.875 -0.552 -1.034
C2 -0.604 -0.706 -0.708
C3 1.401 0.555 -0.597
C4 -0.958 0.220 0.152
O1 0.675 1.904 1.625
P1 0.151 1.707 0.135
H1 1.410 -1.243 -1.547
H2 -1.248 -1.409 -1.387
H3 2.437 0.792 -0.635
H4 -3.271 0.776 0.614
H5 1.537 2.461 1.665

Results
2S+1 = 3
E_LUMO (spin up / spin down) = 0.2 / -1.2 eV
ΔE to the lowest compared entry with this formula, charge and spin = 319.87 kJ/mol